{
  "formula": "C62H165N7O34",
  "method": "wB97M-V/def2-TZVPD",
  "total_charge": 0,
  "e_homo_ev": -7.99,
  "de_lowest_kcal_mol": 57.8,
  "species": ["C", "O", "C", "C", "N", "C", "C", "O", "C", "H", "H", "H", "H", "H", "H", "H", "H", "H", "H", "H", "H", "H", "H", "H", "C", "O", "C", "C", "N", "C", "C", "O", "C", "H", "H", "H", "H", "H", "H", "H", "H", "H", "H", "H", "H", "H", "H", "H", "C", "O", "C", "C", "N", "C", "C", "O", "C", "H", "H", "H", "H", "H", "H", "H", "H", "H", "H", "H", "H", "H", "H", "H", "C", "O", "C", "C", "N", "C", "C", "O", "C", "H", "H", "H", "H", "H", "H", "H", "H", "H", "H", "H", "H", "H", "H", "H", "C", "O", "C", "C", "N", "C", "C", "O", "C", "H", "H", "H", "H", "H", "H", "H", "H", "H", "H", "H", "H", "H", "H", "H", "C", "O", "C", "C", "N", "C", "C", "O", "C", "H", "H", "H", "H", "H", "H", "H", "H", "H", "H", "H", "H", "H", "H", "H", "C", "O", "C", "C", "N", "C", "C", "O", "C", "H", "H", "H", "H", "H", "H", "H", "H", "H", "H", "H", "H", "H", "H", "H", "C", "C", "O", "O", "H", "H", "H", "H", "H", "H", "C", "C", "O", "O", "H", "H", "H", "H", "H", "H", "C", "C", "O", "O", "H", "H", "H", "H", "H", "H", "C", "C", "O", "O", "H", "H", "H", "H", "H", "H", "C", "C", "O", "O", "H", "H", "H", "H", "H", "H", "C", "C", "O", "O", "H", "H", "H", "H", "H", "H", "C", "C", "O", "O", "H", "H", "H", "H", "H", "H", "C", "C", "O", "O", "H", "H", "H", "H", "H", "H", "C", "C", "O", "O", "H", "H", "H", "H", "H", "H", "C", "C", "O", "O", "H", "H", "H", "H", "H", "H"],
  "xyz": [[-21.740850, 27.981830, -31.065000], [-22.022580, 26.986240, -30.147910], [-23.196050, 26.303310, -30.373210], [-23.529840, 25.375710, -29.242660], [-23.924840, 26.087390, -28.062320], [-24.254660, 25.087420, -27.069610], [-23.004220, 24.579940, -26.274900], [-22.185160, 23.796360, -27.118330], [-21.019860, 23.185230, -26.537950], [-20.707440, 28.323570, -31.123090], [-22.383580, 28.862060, -31.050620], [-21.854290, 27.626230, -32.089100], [-23.000280, 25.669000, -31.237750], [-24.039610, 26.890640, -30.735900], [-22.674360, 24.725460, -29.059830], [-24.286570, 24.654670, -29.551810], [-23.060330, 26.456620, -27.693000], [-24.805690, 24.222330, -27.438500], [-24.912810, 25.631520, -26.392190], [-23.339420, 23.919440, -25.475230], [-22.462000, 25.435260, -25.871740], [-20.390160, 22.633180, -27.235670], [-21.389190, 22.411570, -25.864780], [-20.374360, 23.888880, -26.012310], [-33.075230, 28.021910, -31.318030], [-32.631750, 28.657390, -30.116050], [-32.055070, 27.722540, -29.167910], [-31.916790, 28.471360, -27.844090], [-30.764630, 29.386460, -27.830730], [-30.703190, 30.147950, -26.578430], [-29.496770, 31.107170, -26.832930], [-29.710150, 31.812290, -28.062070], [-28.833020, 32.873710, -28.254540], [-34.111880, 27.730820, -31.148530], [-32.497470, 27.173220, -31.684120], [-33.080820, 28.810610, -32.070370], [-31.124560, 27.403480, -29.637420], [-32.614230, 26.787910, -29.124170], [-31.730580, 27.714310, -27.082310], [-32.897190, 28.923000, -27.692650], [-29.980610, 28.750940, -27.869770], [-30.483020, 29.518980, -25.715860], [-31.595770, 30.759870, -26.448250], [-28.545560, 30.581950, -26.919080], [-29.301690, 31.764950, -25.985950], [-28.995500, 33.363430, -29.214680], [-27.781510, 32.590150, -28.209680], [-28.987570, 33.621440, -27.476650], [-30.618210, 19.468090, -19.727770], [-29.769000, 20.489160, -20.215780], [-30.276950, 21.809000, -19.907240], [-29.183910, 22.818550, -20.122730], [-28.928320, 23.326170, -21.496990], [-28.817110, 22.225570, -22.416450], [-28.898200, 22.593490, -23.926420], [-27.782450, 23.362890, -24.297460], [-26.527520, 22.717010, -24.196170], [-31.622900, 19.640550, -20.113710], [-30.758080, 19.418570, -18.647910], [-30.200150, 18.607560, -20.250080], [-30.488650, 21.759210, -18.839160], [-31.141430, 22.049710, -20.525980], [-28.255790, 22.355670, -19.787410], [-29.395240, 23.679930, -19.489120], [-27.993420, 23.707390, -21.524030], [-29.647640, 21.532370, -22.283060], [-27.878010, 21.728650, -22.173010], [-29.856920, 23.081150, -24.102900], [-28.876420, 21.694360, -24.542200], [-26.356090, 22.286650, -23.209500], [-25.734450, 23.447800, -24.354520], [-26.506970, 21.930670, -24.950730], [-22.207880, 36.478840, -25.170070], [-23.512250, 36.211850, -25.551010], [-23.691900, 34.978650, -26.276040], [-25.081430, 35.057730, -27.008760], [-26.162770, 34.320840, -26.290660], [-26.532350, 34.967790, -25.063010], [-27.460060, 34.021220, -24.243620], [-26.626300, 33.029200, -23.672930], [-27.227730, 32.395580, -22.572230], [-22.201290, 37.484680, -24.750110], [-21.491280, 36.429610, -25.989920], [-21.941340, 35.829330, -24.336290], [-23.786570, 34.180990, -25.539230], [-22.903370, 34.731180, -26.986740], [-24.980600, 34.659260, -28.018290], [-25.329870, 36.102520, -27.195290], [-25.830210, 33.379010, -26.140760], [-27.082000, 35.881170, -25.290400], [-25.713040, 35.154470, -24.368760], [-28.299670, 33.636590, -24.822600], [-27.785790, 34.584230, -23.368960], [-27.481370, 33.086650, -21.768370], [-26.544440, 31.699070, -22.086350], [-28.071390, 31.821180, -22.954860], [-26.870510, 21.819660, -28.126890], [-28.124100, 22.429750, -27.849630], [-27.939740, 23.816360, -27.563660], [-29.309080, 24.443380, -27.136050], [-30.233010, 24.853480, -28.227890], [-30.471630, 23.734770, -29.172820], [-31.607070, 24.187120, -30.198580], [-32.888700, 24.042750, -29.563780], [-33.951000, 24.119400, -30.486810], [-27.153220, 20.848390, -28.532830], [-26.331230, 21.695660, -27.187790], [-26.211610, 22.352070, -28.812820], [-27.563440, 24.333990, -28.446020], [-27.164780, 23.947790, -26.808510], [-29.205980, 25.371470, -26.573800], [-29.773160, 23.730870, -26.454110], [-31.071730, 25.124770, -27.734890], [-30.703740, 22.782150, -28.696660], [-29.612320, 23.589450, -29.827480], [-31.486420, 23.458610, -31.000340], [-31.548490, 25.234800, -30.493600], [-34.931910, 24.355900, -30.074530], [-33.960790, 23.132330, -30.949100], [-33.719520, 24.812250, -31.295810], [-24.849380, 31.085040, -26.063560], [-24.181910, 31.653030, -27.166130], [-23.582060, 30.757830, -28.093540], [-22.762780, 31.461480, -29.254730], [-21.567800, 32.003080, -28.691840], [-20.451840, 32.355760, -29.652370], [-20.730700, 33.578630, -30.539380], [-21.930220, 33.419060, -31.299160], [-22.430760, 34.590830, -31.802380], [-25.231190, 31.954070, -25.527740], [-24.228720, 30.477710, -25.404750], [-25.704040, 30.505900, -26.413230], [-24.339930, 30.137740, -28.572290], [-22.906180, 30.015400, -27.669170], [-23.405760, 32.219800, -29.701510], [-22.471900, 30.750960, -30.028460], [-21.856480, 32.872050, -28.265630], [-20.082440, 31.515790, -30.240660], [-19.622890, 32.549950, -28.971750], [-19.967690, 33.850290, -31.268850], [-20.801310, 34.394610, -29.820150], [-23.428820, 34.489010, -32.228540], [-21.875920, 34.713750, -32.732510], [-22.298650, 35.503820, -31.221790], [-29.285840, 27.014290, -13.449990], [-28.597610, 26.852550, -14.724410], [-28.824250, 25.557160, -15.286040], [-28.253130, 25.497940, -16.694630], [-28.650670, 26.695900, -17.442550], [-27.983800, 26.962590, -18.702010], [-28.525980, 28.209670, -19.416230], [-28.065390, 29.457800, -18.896710], [-28.462880, 30.549240, -19.641480], [-30.349710, 26.865240, -13.634610], [-29.109070, 27.906200, -12.848870], [-28.980370, 26.221770, -12.766840], [-29.897350, 25.371610, -15.332270], [-28.385000, 24.738980, -14.715310], [-28.585220, 24.621370, -17.250910], [-27.169030, 25.473860, -16.584010], [-28.539800, 27.483320, -16.819830], [-28.008080, 26.093990, -19.360060], [-26.933100, 27.205900, -18.544060], [-29.611950, 28.116040, -19.419520], [-28.145370, 28.203400, -20.437600], [-27.880350, 30.672530, -20.554480], [-28.363560, 31.440540, -19.021940], [-29.486960, 30.513160, -20.013040], [-31.187220, 27.274300, -23.555310], [-30.446760, 26.021650, -22.974990], [-30.014530, 26.041810, -21.680600], [-32.386210, 27.349700, -22.797940], [-31.497380, 27.213030, -24.598450], [-30.649810, 28.204510, -23.370890], [-29.541100, 25.901440, -23.569490], [-31.136600, 25.229680, -23.266540], [-29.793880, 25.113400, -21.575850], [-32.086580, 27.257010, -21.890620], [-25.343110, 24.435960, -20.400270], [-24.693230, 23.130100, -20.792660], [-23.649800, 22.802320, -19.940760], [-26.357690, 24.807920, -21.261890], [-24.710470, 25.323570, -20.403420], [-25.671810, 24.531620, -19.365430], [-24.345820, 23.216790, -21.822160], [-25.486940, 22.383200, -20.776200], [-22.840330, 23.189900, -20.281560], [-26.094970, 25.558200, -21.800080], [-22.490670, 31.934930, -23.308420], [-23.611580, 32.740090, -22.718240], [-23.240220, 33.259610, -21.455070], [-22.422790, 30.651450, -22.710220], [-21.525180, 32.429370, -23.201420], [-22.698120, 31.791790, -24.368880], [-24.470180, 32.068610, -22.713970], [-23.942400, 33.591500, -23.313010], [-23.301180, 32.556750, -20.804020], [-21.920170, 30.058320, -23.273400], [-27.736950, 27.392900, -29.016460], [-26.701500, 28.546130, -28.825120], [-25.869550, 28.151590, -27.760930], [-28.703120, 27.242980, -28.009040], [-27.148260, 26.475590, -29.007500], [-28.193160, 27.645400, -29.973650], [-27.061270, 29.508130, -28.460130], [-26.039460, 28.664880, -29.682850], [-25.388170, 27.390730, -28.094050], [-29.397790, 26.607690, -28.197290], [-21.937800, 26.391470, -23.055210], [-20.742360, 25.488760, -23.569210], [-19.907470, 24.993140, -22.539070], [-22.873650, 25.542890, -22.409670], [-22.347480, 26.964990, -23.886680], [-21.516880, 27.151640, -22.397130], [-20.147550, 26.078180, -24.266980], [-21.195420, 24.638730, -24.079390], [-20.380540, 24.257530, -22.143230], [-23.704250, 26.024100, -22.422470], [-20.544710, 27.927480, -27.441360], [-19.996620, 29.304660, -28.008250], [-20.102090, 30.381650, -27.040920], [-19.784910, 27.343100, -26.444480], [-20.723100, 27.173660, -28.208190], [-21.555140, 28.055550, -27.053140], [-20.627160, 29.522710, -28.870210], [-18.954760, 29.159650, -28.293880], [-20.713470, 31.029650, -27.398570], [-18.996040, 26.928990, -26.801960], [-24.755670, 28.952940, -20.308780], [-24.824590, 30.310190, -19.547770], [-23.567230, 30.985930, -19.527430], [-24.579140, 29.202200, -21.712440], [-25.668020, 28.397870, -20.090580], [-23.863550, 28.376090, -20.064930], [-24.985670, 30.001200, -18.514970], [-25.682050, 30.903230, -19.865830], [-23.022390, 30.521110, -18.888130], [-23.831300, 29.774460, -21.899130], [-18.621600, 30.449060, -24.163410], [-19.409260, 29.381880, -23.285270], [-20.608490, 28.962630, -23.973920], [-18.245670, 29.810170, -25.347490], [-17.718190, 30.668360, -23.594320], [-19.265150, 31.309700, -24.345700], [-19.539270, 29.907140, -22.339070], [-18.837340, 28.460660, -23.174050], [-20.355650, 28.508160, -24.780850], [-18.919710, 29.969390, -26.012260], [-21.222730, 26.347210, -19.492500], [-19.703790, 26.514270, -19.600180], [-19.340210, 27.028160, -20.890770], [-21.670790, 25.135990, -20.089600], [-21.653800, 27.197900, -20.020330], [-21.359480, 26.261780, -18.414490], [-19.139490, 25.587610, -19.495360], [-19.321950, 27.096290, -18.761400], [-19.514900, 26.305310, -21.497870], [-21.842830, 25.295280, -21.020530], [-26.558500, 28.119870, -24.612370], [-26.731960, 27.273880, -23.349400], [-25.412380, 26.947850, -22.837530], [-27.692790, 27.933150, -25.476230], [-25.596730, 27.884460, -25.068080], [-26.443020, 29.164070, -24.321840], [-27.176420, 26.300980, -23.559250], [-27.361610, 27.639520, -22.538260], [-25.133880, 27.719160, -22.338420], [-27.341980, 27.824410, -26.363200]],
  "forces_ev_per_angstrom": [[0.0, 0.5, -2.0], [1.1, 1.1, 1.5], [-0.6, -1.6, -1.7], [0.7, -0.2, -1.3], [0.1, -0.9, -0.1], [0.4, 0.0, 2.1], [-0.8, -0.6, -0.4], [1.1, -0.1, -1.1], [-1.0, -0.1, 0.6], [0.2, -0.2, 1.1], [-0.3, 0.1, 0.6], [-0.3, -0.5, -0.3], [-0.1, -0.4, -0.4], [-0.2, 0.7, 0.6], [0.3, 0.1, 0.0], [-0.5, 0.4, -0.1], [0.1, 0.9, -0.1], [0.0, 0.2, -0.4], [-0.1, -0.5, 0.7], [-0.2, 0.2, 0.5], [0.2, 0.1, 0.2], [-0.5, 0.4, -0.7], [0.2, 0.0, 0.5], [-0.2, 0.2, 0.1], [-0.6, 1.2, 0.7], [0.3, -1.2, 0.0], [0.1, 1.2, -1.2], [0.7, -0.9, -0.7], [-1.9, -0.4, 0.2], [1.9, 0.8, -1.7], [-0.3, 0.0, -0.2], [-0.5, -0.5, 0.5], [0.2, 0.6, 0.4], [-0.1, -0.4, -0.2], [0.3, 0.0, 0.3], [0.1, -0.1, -0.2], [0.7, 0.1, 0.4], [-0.7, 0.1, 0.4], [-0.5, -0.4, 0.5], [0.2, 0.4, 0.3], [0.5, 0.3, 0.1], [-0.2, 0.0, 0.4], [-0.1, -0.2, 0.0], [0.1, -0.7, -0.1], [-0.4, 0.6, 0.1], [-0.3, -0.3, -0.1], [0.3, -0.3, 0.1], [0.1, 0.3, 0.2], [-0.2, 0.4, -1.5], [-0.3, 0.9, 0.5], [0.9, -1.0, -0.3], [1.0, 0.6, -0.3], [-1.2, 0.1, 0.1], [-0.8, -0.8, -1.4], [1.0, -0.8, 1.6], [0.1, 1.6, -0.2], [-0.6, -0.1, 0.0], [-0.3, -0.1, -0.2], [0.7, -0.2, 0.2], [-0.3, -0.5, 0.8], [-0.5, 0.5, 0.1], [-0.4, -0.1, 0.1], [0.1, -0.1, 0.5], [0.1, 0.1, 0.1], [0.1, 0.9, 0.5], [0.2, -0.2, 0.2], [-0.1, -0.7, -0.3], [0.4, 0.6, -0.2], [-0.2, -0.5, 0.1], [0.0, -0.1, 0.0], [-0.2, 0.1, -0.2], [0.4, -0.3, -0.1], [0.2, 0.3, 1.0], [-0.6, -0.5, -1.5], [-1.8, 0.8, 0.4], [0.4, -0.8, 0.4], [0.9, 1.1, -1.4], [-1.3, -1.4, 0.9], [1.2, 1.4, 0.5], [0.5, -0.5, -0.3], [0.1, -0.5, -0.2], [0.1, 0.1, -0.2], [0.1, -0.2, -0.1], [0.5, -0.3, -0.1], [0.3, -0.4, 0.0], [0.4, 0.4, 0.1], [0.0, -0.4, 0.1], [-0.2, 0.1, 0.5], [-0.1, 0.1, 0.1], [0.1, 0.1, 0.1], [0.3, 0.4, -0.1], [0.0, -0.2, 0.0], [-0.7, 0.4, -0.2], [-0.5, 0.4, -0.1], [0.3, -0.1, -0.5], [-0.4, 0.0, 0.5], [-0.9, -0.6, 0.5], [0.6, 0.9, -0.2], [-1.3, 0.6, -0.1], [0.5, 0.0, 0.2], [1.3, -1.4, 0.0], [-1.6, 2.3, -1.3], [0.1, -1.4, 2.1], [0.3, 0.5, 0.6], [0.7, -0.8, -0.9], [0.5, -0.1, 0.0], [0.2, -0.1, 0.1], [-0.3, 0.3, -0.3], [0.0, 0.1, -0.4], [-0.2, 0.0, 0.5], [0.8, -0.2, 0.3], [-0.1, -0.3, 0.0], [-0.5, -0.2, -0.3], [-0.2, 0.0, 0.0], [0.3, 0.1, 0.4], [-0.4, 0.3, -0.6], [0.6, -0.1, -0.3], [0.4, 0.0, 0.5], [-0.6, -0.2, -0.3], [-0.1, 0.4, 0.0], [-0.6, 0.3, -0.4], [1.5, 0.2, -0.9], [0.1, -0.4, -1.5], [-1.8, -0.6, 1.2], [1.6, 1.0, -0.9], [-0.4, 0.0, 0.4], [-0.5, -0.2, 0.1], [0.0, -1.5, 2.3], [0.5, 0.9, -2.5], [0.1, -0.5, 0.5], [0.2, -0.1, -0.1], [-0.1, -0.3, 0.1], [-0.4, 0.1, -0.1], [0.2, 0.2, 0.8], [0.0, 0.0, -0.2], [-0.4, -0.2, 0.1], [0.3, 0.3, 0.4], [-0.7, -0.4, 0.0], [0.2, 0.5, -0.2], [0.7, -0.3, 0.3], [-0.4, 0.5, -0.1], [-0.4, -0.3, 0.9], [0.4, 0.9, -0.4], [-0.2, -0.2, 0.5], [0.1, -1.5, -0.6], [0.0, 0.2, 1.1], [-0.6, 0.2, -0.4], [0.3, 1.4, -0.3], [-0.7, -0.1, 0.1], [0.5, 1.0, 0.5], [0.2, -0.5, -0.6], [0.0, -1.3, 1.3], [-0.4, 0.8, -0.5], [-0.2, 0.3, 0.1], [0.3, 0.5, -1.1], [0.1, -0.4, 0.0], [-0.3, 0.1, 0.0], [0.2, 0.1, 0.4], [0.0, -0.2, 0.3], [0.4, -0.3, -0.1], [0.0, 0.2, 0.0], [-0.3, 0.1, -0.1], [0.7, -0.3, 0.1], [-0.2, 0.4, -0.1], [-0.3, -0.4, -0.4], [0.4, 0.0, -0.2], [0.1, 0.0, 0.0], [-0.4, -0.3, 0.3], [0.1, -0.5, 2.2], [0.4, 1.1, -4.3], [-1.0, 1.0, 1.4], [-0.7, 0.3, 0.0], [0.5, -0.4, 0.0], [0.5, 0.1, -0.3], [0.1, -0.2, -0.7], [-0.1, -0.5, 0.6], [0.6, -0.9, 0.8], [-0.3, 0.0, 0.3], [0.8, 2.0, 0.7], [-0.5, 0.8, -0.3], [0.4, -0.8, 0.5], [-2.0, -0.8, -0.7], [1.3, -0.4, -0.1], [-0.4, -1.0, 0.3], [-0.1, 0.0, -0.2], [0.1, -0.4, 0.1], [0.1, 0.3, 0.3], [0.3, 0.3, -0.3], [0.2, -0.1, -1.0], [0.3, -0.1, 0.3], [-0.5, 0.2, 0.0], [-0.7, 0.1, 0.9], [0.0, 0.3, 0.0], [0.1, 0.2, -0.3], [-0.3, 0.0, 0.4], [0.4, 0.0, -0.3], [0.1, -0.3, 0.3], [0.5, -0.4, -0.4], [0.0, 1.1, -0.9], [-0.4, -0.9, 1.6], [0.3, 0.2, 0.9], [0.8, 1.8, 0.9], [0.2, -0.1, -0.7], [-0.3, -0.7, -0.4], [-0.7, 0.0, -0.7], [-0.6, 0.1, -0.6], [0.9, -0.6, 0.3], [-0.1, -0.8, -0.9], [1.9, -0.6, -0.6], [-1.6, 1.0, -0.1], [0.0, -0.1, -0.2], [0.2, 0.2, -0.6], [-0.3, -0.3, -0.2], [0.0, 0.0, 0.3], [0.1, -0.1, 0.1], [0.0, 0.1, -0.2], [0.2, -0.1, 0.3], [-0.7, -0.1, 0.1], [-0.5, 0.8, -1.3], [-1.1, -1.0, 1.2], [0.6, -1.9, -0.5], [0.5, -0.2, 1.4], [0.4, 0.4, -0.7], [0.0, 0.5, 0.4], [0.2, 0.2, -0.2], [0.1, 0.2, -0.1], [-0.7, 0.7, -0.6], [0.1, 0.1, 0.0], [0.9, 2.0, -0.6], [0.6, -2.3, 1.1], [-0.5, 0.4, -0.8], [-1.8, -0.8, 0.1], [0.0, -0.1, -0.4], [-0.1, -0.1, 1.0], [-0.7, 0.2, 0.2], [0.5, 0.3, -0.2], [0.2, 0.1, -0.1], [0.9, 0.5, -0.1], [-0.7, -2.5, 0.9], [0.9, 1.0, -1.7], [-0.5, 0.9, 1.1], [1.1, -0.1, -0.1], [0.0, 0.5, -0.1], [0.1, 0.2, 0.1], [-1.0, -0.6, 0.2], [0.5, 0.4, 0.4], [0.5, 0.0, -0.3], [-0.3, 0.4, -0.1], [1.7, -1.0, 0.1], [0.3, -0.3, -1.0], [0.1, 1.0, 1.2], [0.3, -0.2, 0.6], [-0.4, 0.3, 0.6], [-1.0, 0.3, 0.0], [-0.5, -0.6, 0.3], [0.0, 0.8, -0.4], [0.1, -0.4, -0.3], [-0.5, 0.2, -0.1], [-1.0, 0.1, 0.4], [0.7, -1.2, -0.3], [-0.6, -0.6, 0.1], [0.8, 0.2, 0.9], [-0.1, -0.5, -0.3], [-0.3, 0.3, 0.0], [-0.1, 0.0, -0.6], [0.1, 0.7, -0.1], [0.6, 0.9, 0.1], [0.0, 0.0, -0.4]],
  "lowdin_charge": [-0.125, -0.171, -0.239, -0.206, -0.037, -0.170, -0.183, -0.207, -0.072, 0.093, 0.077, 0.089, 0.125, 0.125, 0.118, 0.127, 0.094, 0.107, 0.115, 0.118, 0.108, 0.088, 0.088, 0.074, -0.109, -0.188, -0.209, -0.186, -0.040, -0.159, -0.198, -0.185, -0.136, 0.083, 0.070, 0.084, 0.101, 0.103, 0.096, 0.127, 0.066, 0.100, 0.122, 0.096, 0.099, 0.087, 0.071, 0.074, -0.112, -0.225, -0.200, -0.174, -0.042, -0.199, -0.186, -0.208, -0.085, 0.081, 0.085, 0.094, 0.122, 0.132, 0.123, 0.108, 0.069, 0.113, 0.109, 0.112, 0.121, 0.065, 0.085, 0.080, -0.132, -0.199, -0.175, -0.153, -0.043, -0.196, -0.190, -0.222, -0.114, 0.089, 0.084, 0.085, 0.098, 0.101, 0.098, 0.115, 0.051, 0.125, 0.110, 0.108, 0.115, 0.096, 0.057, 0.095, -0.098, -0.196, -0.196, -0.155, -0.061, -0.145, -0.182, -0.214, -0.117, 0.094, 0.069, 0.080, 0.105, 0.098, 0.108, 0.107, 0.109, 0.122, 0.112, 0.115, 0.092, 0.091, 0.085, 0.073, -0.084, -0.176, -0.167, -0.178, -0.069, -0.144, -0.191, -0.200, -0.140, 0.061, 0.093, 0.082, 0.099, 0.105, 0.115, 0.099, 0.108, 0.114, 0.119, 0.126, 0.115, 0.093, 0.084, 0.093, -0.079, -0.198, -0.229, -0.198, -0.054, -0.198, -0.198, -0.185, -0.138, 0.083, 0.084, 0.077, 0.117, 0.120, 0.109, 0.113, 0.102, 0.106, 0.106, 0.125, 0.098, 0.056, 0.100, 0.093, -0.210, -0.292, -0.054, -0.082, 0.105, 0.107, 0.098, 0.118, 0.036, 0.069, -0.255, -0.255, -0.033, -0.081, 0.111, 0.120, 0.113, 0.116, 0.063, 0.038, -0.218, -0.237, -0.042, -0.075, 0.123, 0.103, 0.097, 0.107, 0.043, 0.044, -0.196, -0.198, -0.125, -0.101, 0.104, 0.121, 0.115, 0.112, 0.030, 0.032, -0.197, -0.186, -0.055, -0.073, 0.115, 0.102, 0.107, 0.091, 0.102, 0.055, -0.233, -0.149, -0.098, -0.065, 0.104, 0.108, 0.086, 0.127, 0.035, 0.112, -0.165, -0.189, -0.060, -0.094, 0.103, 0.113, 0.119, 0.107, 0.099, 0.046, -0.220, -0.170, -0.107, -0.084, 0.115, 0.113, 0.118, 0.111, 0.047, -0.002, -0.210, -0.220, -0.089, -0.083, 0.111, 0.119, 0.118, 0.111, 0.012, 0.009, -0.205, -0.164, -0.121, -0.070, 0.109, 0.106, 0.110, 0.114, 0.022, 0.022]
}